{"formula": "C5H12N2O2", "method": "the ωB97M-V functional and the def2-TZVPD basis", "homo_energy_ev": -9.25, "gap_ha": 0.36892, "total_charge": 0, "elements": ["C", "C", "C", "C", "N", "H", "H", "H", "H", "H", "H", "H", "H", "H", "C", "N", "O", "O", "H", "H", "H"], "positions_angstrom": [[0.57315, -0.88743, 1.87670], [-1.74142, 0.86438, -0.51127], [-0.08542, 1.82361, 1.19397], [-0.62074, 0.62180, 0.46456], [-0.26050, -0.60184, 0.71623], [1.47515, -0.27109, 1.91297], [0.89666, -1.92894, 1.82452], [0.00902, -0.75122, 2.80207], [-1.56735, 1.77788, -1.08118], [-1.84593, 0.03164, -1.20721], [-0.34575, 2.73935, 0.65974], [-0.52180, 1.87248, 2.19541], [1.00160, 1.77544, 1.27630], [-2.67205, 0.94558, 0.05876], [0.92042, -1.26265, -1.27691], [0.06909, -1.68176, -2.26056], [1.18693, 0.18371, -1.54000], [1.80258, -1.95285, -0.80428], [1.98030, 0.33430, -0.99424], [-0.35764, -0.96578, -2.82744], [0.10370, -2.66662, -2.47814]], "forces_ev_per_angstrom": [[0.26, -0.06, -0.49], [0.50, -0.18, -0.26], [-0.15, 0.07, -0.16], [0.23, -1.87, 0.84], [-1.23, 1.70, 0.07], [0.05, 0.07, 0.12], [-0.05, 0.12, -0.03], [-0.02, 0.10, -0.02], [-0.15, 0.04, 0.06], [-0.01, -0.04, 0.18], [0.01, -0.06, 0.11], [0.14, 0.04, 0.03], [-0.06, -0.03, 0.15], [0.05, 0.15, -0.08], [3.23, 1.17, -3.58], [-0.36, 0.37, 1.28], [-0.34, -2.11, 1.22], [-1.44, 0.66, 0.97], [-0.36, 0.01, -0.26], [-0.01, -0.52, -0.06], [-0.30, 0.38, -0.09]]}



{"formula": "C4H7NO", "method": "the ωB97M-V functional and the def2-TZVPD basis", "homo_energy_ev": -9.93, "gap_ha": 0.40388, "total_charge": 0, "elements": ["C", "C", "C", "C", "H", "H", "H", "H", "H", "H", "H", "N", "O"], "positions_angstrom": [[2.00451, -0.00999, 0.43999], [0.76139, -0.59220, -0.11656], [-1.10493, 0.99957, -0.04399], [-1.62750, -0.35674, -0.08701], [2.03052, 0.14807, 1.59680], [0.84545, -1.71184, 0.00795], [0.74724, -0.33858, -1.20407], [-1.46249, 1.79745, 0.60716], [-0.63639, 1.36560, -0.99922], [-2.51598, -0.64428, 0.48802], [-1.63640, -0.88074, -1.04579], [-0.39473, -0.12085, 0.59398], [2.98931, 0.34452, -0.23726]], "forces_ev_per_angstrom": [[3.27, 1.71, 0.34], [0.22, -0.92, -0.86], [1.32, 1.18, -1.01], [-1.90, -1.01, -0.29], [-0.13, -0.33, -1.62], [-0.13, 0.96, -0.19], [-0.07, -0.37, 0.47], [-0.08, -0.42, -0.09], [-0.54, -0.27, 1.02], [0.52, 0.18, 0.16], [0.36, 0.18, 0.08], [-0.12, 0.20, 0.33], [-2.73, -1.10, 1.67]]}



Number 2 is which compound? C4H7NO